C66H51Cl6NO8 | wB97M-V/def2-TZVPD

Properties
Total energy: -162274.4063 eV
HOMO energy: -9.57 eV
Frontier orbital gap: 8.166 eV
SMILES: O=C1c2ccccc2C(=O)c2ccccc21.O=C1c2ccccc2C(=O)c2ccccc21.O=C1c2ccccc2C(=O)c2ccccc21.O=C1c2ccccc2C(=O)c2ccccc21.CCCC#N.ClCCCl.ClCCCl.ClCCCl
LUMO energy: -1.40 eV

Cartesian coordinates (Å):
Cl: -2.99 -2.30 0.46
C: -2.01 -3.76 -0.05
C: -0.51 -3.56 -0.33
Cl: 0.33 -2.70 0.95
H: -2.53 -4.29 -0.84
H: -2.03 -4.44 0.80
H: -0.22 -3.04 -1.24
H: -0.08 -4.55 -0.51
Cl: 0.90 -1.00 -2.84
C: 2.09 -2.19 -3.30
C: 2.76 -1.70 -4.54
Cl: 3.80 -3.13 -5.12
H: 1.54 -3.11 -3.52
H: 2.71 -2.38 -2.42
H: 3.44 -0.91 -4.23
H: 2.00 -1.40 -5.26
Cl: 0.36 5.46 0.66
C: 0.00 6.13 -0.95
C: -1.32 6.89 -0.91
Cl: -1.80 7.58 -2.51
H: -0.08 5.35 -1.71
H: 0.84 6.78 -1.19
H: -1.19 7.73 -0.22
H: -2.11 6.22 -0.57
C: 0.19 1.60 -0.21
C: -1.02 0.79 -0.33
C: -1.94 1.24 -1.51
C: -2.57 2.51 -1.19
N: -3.15 3.46 -0.90
H: -0.10 2.64 -0.32
H: 0.89 1.36 -1.01
H: 0.65 1.47 0.77
H: -1.50 0.81 0.64
H: -0.81 -0.26 -0.53
H: -2.78 0.59 -1.75
H: -1.45 1.36 -2.47
C: 4.47 -0.03 -1.35
C: 3.67 -0.07 -0.24
C: 3.58 -1.20 0.56
C: 4.30 -2.37 0.20
C: 5.16 -2.34 -0.89
C: 5.21 -1.17 -1.67
C: 5.99 -3.51 -1.28
O: 6.75 -3.47 -2.31
C: 6.01 -4.62 -0.36
C: 7.03 -5.55 -0.45
C: 7.18 -6.61 0.46
C: 6.37 -6.69 1.57
C: 5.32 -5.72 1.77
C: 5.21 -4.67 0.81
C: 4.21 -3.60 1.07
O: 3.50 -3.70 2.08
H: 4.53 0.84 -1.98
H: 3.05 0.81 -0.09
H: 3.05 -1.22 1.50
H: 5.91 -1.11 -2.49
H: 7.66 -5.53 -1.32
H: 7.82 -7.46 0.30
H: 6.46 -7.54 2.23
H: 4.67 -5.73 2.63
C: -0.79 4.74 5.22
C: 0.14 4.74 4.24
C: 0.75 3.56 3.78
C: 0.30 2.35 4.28
C: -0.69 2.37 5.32
C: -1.20 3.54 5.77
C: -1.09 1.08 6.03
O: -1.87 0.99 6.98
C: -0.46 -0.13 5.45
C: -0.97 -1.37 5.98
C: -0.48 -2.52 5.46
C: 0.40 -2.50 4.44
C: 0.92 -1.32 3.98
C: 0.49 -0.08 4.48
C: 1.06 1.16 3.95
O: 2.01 1.18 3.22
H: -1.11 5.71 5.56
H: 0.57 5.61 3.77
H: 1.37 3.59 2.89
H: -1.89 3.59 6.60
H: -1.73 -1.40 6.74
H: -0.92 -3.36 5.96
H: 0.75 -3.46 4.06
H: 1.68 -1.31 3.21
C: 2.50 0.78 -10.85
C: 3.72 0.26 -10.46
C: 4.05 0.27 -9.12
C: 3.16 0.79 -8.20
C: 1.94 1.35 -8.63
C: 1.66 1.43 -9.96
C: 1.06 2.10 -7.64
O: -0.04 2.49 -8.00
C: 1.55 2.27 -6.25
C: 0.62 2.79 -5.37
C: 0.96 3.00 -4.02
C: 2.27 2.59 -3.62
C: 3.16 1.95 -4.48
C: 2.81 1.73 -5.84
C: 3.60 0.84 -6.77
O: 4.65 0.28 -6.43
H: 2.24 0.86 -11.89
H: 4.45 -0.05 -11.19
H: 5.04 -0.08 -8.84
H: 0.69 1.77 -10.30
H: -0.32 3.23 -5.67
H: 0.23 3.42 -3.35
H: 2.47 2.63 -2.56
H: 4.12 1.60 -4.13
C: -4.12 0.71 2.35
C: -4.96 1.73 2.00
C: -6.29 1.74 2.47
C: -6.70 0.71 3.34
C: -5.83 -0.38 3.60
C: -4.56 -0.37 3.10
C: -6.23 -1.40 4.56
O: -5.53 -2.43 4.76
C: -7.55 -1.34 5.29
C: -7.89 -2.31 6.25
C: -9.15 -2.26 6.85
C: -10.08 -1.33 6.42
C: -9.80 -0.37 5.43
C: -8.52 -0.36 4.88
C: -8.12 0.67 3.89
O: -8.99 1.51 3.53
H: -3.13 0.63 1.93
H: -4.68 2.47 1.26
H: -6.91 2.59 2.20
H: -3.79 -1.05 3.45
H: -7.24 -3.10 6.59
H: -9.42 -2.93 7.66
H: -11.12 -1.40 6.70
H: -10.61 0.27 5.11